ORCA calculation (ωB97M-V/def2-TZVPD) on a cluster of 2 separate species, CH5BrSi in total at a distorted geometry.

Properties
energy relative to the best compared isomer or geometry (same formula, charge and spin)	93.9	kcal/mol
HOMO (spin up / spin down)	-9.089 / -8.128	eV
net charge	0
max |F|	2.30	eV/A
gap between HOMO and LUMO (spin up / spin down)	7.9 / 8.1	eV
2S+1	1

Element x y z (Å)
C: 0.985 -0.280 -1.142
Si: -0.662 0.588 2.532
Br: -2.391 0.384 3.808
H: 0.852 0.060 -2.173
H: 1.800 0.203 -0.724
H: 0.226 -0.850 -0.631
H: -0.389 1.823 1.982
H: 0.345 0.204 3.487

---

ORCA calculation (ωB97M-V/def2-TZVPD) on a cluster of 2 separate species, C4H12N2O in total at a distorted geometry.

Properties
energy relative to the best compared isomer or geometry (same formula, charge and spin)	171.3	kcal/mol
HOMO (spin up / spin down)	-18.270 / -16.935	eV
net charge	+2
max |F|	3.39	eV/A
gap between HOMO and LUMO (spin up / spin down)	8.2 / 6.9	eV
2S+1	1

Element x y z (Å)
C: -0.542 -0.159 0.052
C: -1.872 -0.422 0.209
C: 1.187 1.487 0.053
C: 0.755 0.087 0.645
N: -0.412 -0.939 -3.078
N: 0.801 0.060 2.219
O: 0.263 -1.153 -2.011
H: -2.416 0.120 0.982
H: -2.347 -0.638 -0.765
H: -1.859 -1.459 0.656
H: 2.068 1.744 0.551
H: 0.468 2.156 0.312
H: 1.360 1.480 -1.033
H: 1.495 -0.705 0.468
H: -1.134 -1.601 -3.474
H: -0.038 -0.092 -3.574
H: 1.775 0.244 2.630
H: 0.343 -0.893 2.414
H: 0.108 0.684 2.744

---

ORCA calculation (ωB97M-V/def2-TZVPD) on a structure of composition C6H6Cl2ErFeN2O3S at a distorted geometry.

Properties
HOMO (spin up / spin down)	-22.757 / -22.777	eV
net charge	+4
max |F|	11.37	eV/A
expectation value of S²	20.051
gap between HOMO and LUMO (spin up / spin down)	9.0 / 5.5	eV
2S+1	9

Element x y z (Å)
Fe: 1.325 -0.482 -6.402
Er: -0.077 -0.680 -1.803
Cl: 0.848 -0.591 -4.237
Cl: -0.904 1.564 -2.096
C: 0.896 0.178 0.241
C: 1.629 -1.416 -8.304
C: 1.808 1.199 -7.009
O: 1.364 0.518 1.246
O: 2.024 -1.184 -9.369
O: 2.152 2.119 -7.656
S: -1.223 -1.710 0.233
C: -1.328 -1.296 1.934
N: -2.210 -0.372 2.359
C: -2.253 -0.250 3.807
C: -1.122 -1.177 4.265
N: -0.713 -1.831 3.016
H: -2.815 0.158 1.735
H: -3.219 -0.525 4.258
H: -2.102 0.791 4.094
H: -1.444 -1.865 5.057
H: -0.274 -0.639 4.706
H: 0.080 -2.475 2.990